5 unconnected molecules or ions with the total composition C38H82N4O5 at a distorted geometry. Source: the OMol25 dataset; level of theory: ωB97M-V with the def2-TZVPD basis set.

Results
HOMO-LUMO gap (eV): 8.36
DFT total energy (eV): -56925.4628
HOMO energy (eV): -7.82
SMILES string: CC1(C)CCCC(C)(C)N1O.CC1(C)CCCC(C)(C)N1O.CC1(C)CCCC(C)(C)N1O.CC1(C)CCCC(C)(C)N1O.CCO
Largest force on an atom (eV/Å): 4.19

Geometry (Å):
O (4.51673, -0.33505, -0.96541)
O (-2.65290, -2.74692, -3.80650)
O (-0.39525, 2.56422, -3.03404)
O (2.10349, 0.52297, 6.94003)
O (-2.90332, 1.29721, -1.81108)
N (2.19000, 1.75129, 6.41751)
N (-2.72386, -3.15197, -5.14207)
N (4.04686, -1.37007, -0.21580)
N (-3.37652, 1.46739, -0.52340)
C (-3.22209, 3.01821, 1.65342)
C (-1.70288, -4.17229, -5.52089)
C (1.28681, 2.06949, 5.27203)
C (5.12778, -0.49524, 1.96610)
C (2.56886, -1.31278, -0.01072)
C (-3.84564, 0.25644, 0.22067)
C (6.32810, -2.00033, 0.24292)
C (-0.43470, 1.46572, -3.95442)
C (4.40779, -3.00051, 1.46519)
C (1.45983, 1.00457, 4.22669)
C (1.78502, 4.54389, 5.78413)
C (4.95713, -1.63708, 0.87589)
C (-3.58881, 1.71388, 2.38381)
C (4.01809, 2.28255, 8.01296)
C (2.05461, -2.62532, 0.57803)
C (-4.87444, -0.34363, -0.58833)
C (1.89134, -1.25823, -1.43099)
C (-0.22973, 2.10314, 5.68644)
C (1.60249, 3.48578, 4.66910)
C (-0.14047, 2.00200, -5.34962)
C (-2.09354, -4.55981, -6.93047)
C (-4.46625, 0.74394, 1.55332)
C (-1.81292, -0.85999, -6.06082)
C (2.03985, -0.12836, 0.97417)
C (2.66113, 2.76559, 7.39730)
C (2.90373, -2.98090, 1.74308)
C (-1.86089, -5.37066, -4.58480)
C (-1.12588, 2.16555, 0.59120)
C (-4.22354, -1.22209, -5.57900)
C (-2.71938, -0.85393, 0.42524)
C (-2.60217, 2.57298, 0.21327)
C (-0.20605, -3.73024, -5.44860)
C (-3.19009, -2.35914, -7.52184)
C (-2.97558, -1.95833, -6.03372)
C (2.96857, 4.02122, 6.61370)
C (-2.10805, -3.38085, -7.93873)
C (-2.63184, 3.88983, -0.61211)
C (1.57959, 3.03439, 8.51957)
H (1.00362, -2.48152, 0.82871)
H (-4.18540, -2.80300, -7.54296)
H (2.96230, 0.11345, 6.81224)
H (-3.50720, -3.03300, -3.47493)
H (-3.63762, 1.29759, -2.42947)
H (-0.43808, 3.00222, 0.71371)
H (-2.08125, 4.62252, -0.02210)
H (1.01167, -0.32381, 1.27869)
H (-4.03346, 3.70302, 1.40682)
H (2.05432, -3.36346, -0.22399)
H (6.83709, -2.78553, 0.80193)
H (4.66608, -0.74216, -1.82188)
H (0.85753, 0.10734, 4.36917)
H (-2.44397, 3.55498, 2.19609)
H (0.82538, 4.47852, 6.29689)
H (-4.19967, 1.84556, 3.27690)
H (4.54309, -3.73286, 0.66928)
H (-1.39517, -5.34499, -7.22008)
H (0.64618, 2.75648, -5.35650)
H (4.59496, 0.41088, 1.67772)
H (-2.46966, -6.09438, -5.12678)
H (-3.11381, -4.94128, -6.97089)
H (-2.12772, 3.81789, -1.57584)
H (3.68325, 3.69477, 5.85821)
H (-0.85640, 2.16483, 4.79674)
H (-2.24265, -3.95359, -8.85631)
H (-1.89699, -0.52559, 1.06082)
H (3.44995, 4.80118, 7.20364)
H (4.91210, -0.75819, 3.00168)
H (-1.19053, -0.71633, -6.94404)
H (-2.26312, -1.05908, -0.54319)
H (-4.54456, -0.27978, -6.02296)
H (-5.33379, -1.22520, -0.14119)
H (-5.08753, -1.85326, -5.78699)
H (-5.17568, 1.54771, 1.35643)
H (2.41612, 3.39869, 3.94901)
H (4.15689, 2.96046, 8.85515)
H (4.95015, -3.27582, 2.36971)
H (1.75580, -0.28373, -1.90010)
H (1.94756, 3.72910, 9.27461)
H (6.17682, -0.21204, 2.05217)
H (-1.07140, 2.46214, -5.68090)
H (-5.09231, 0.01329, 2.06547)
H (0.51194, -4.43357, -5.87043)
H (7.04241, -1.17702, 0.24003)
H (-2.75365, 1.12040, 2.75580)
H (2.05695, 0.87689, 0.55312)
H (-0.90304, -5.82102, -4.32443)
H (2.46740, -1.89678, -2.10068)
H (0.86104, -1.61250, -1.46361)
H (-1.16278, -2.87085, -8.12435)
H (-3.63572, 4.21154, -0.88930)
H (-1.43082, 1.02523, -3.91172)
H (3.91841, 1.26455, 8.38959)
H (-2.38468, -5.15575, -3.65338)
H (-5.68789, 0.36110, -0.76088)
H (-0.16316, -2.88428, -6.13462)
H (-0.68806, 1.77010, -0.32534)
H (0.37427, 0.79597, -3.66269)
H (-4.60469, -0.56273, -1.62145)
H (-1.02788, -1.06027, -5.33165)
H (1.95746, 5.49461, 5.27965)
H (1.21541, 2.10188, 8.95072)
H (6.11909, -2.40739, -0.74639)
H (0.75814, 3.78380, 4.04752)
H (-0.48099, 2.98424, 6.27689)
H (-3.14563, -1.40722, -8.05096)
H (0.73810, 3.56759, 8.07719)
H (2.78128, -2.25837, 2.54997)
H (2.52081, -3.89044, 2.20590)
H (-3.11917, -1.79704, 0.79781)
H (-4.22483, -0.94065, -4.52595)
H (-2.28791, 0.10292, -5.87297)
H (-0.43385, 1.16407, 6.20081)
H (4.85562, 2.18934, 7.32163)
H (-0.95394, 2.43878, -2.26350)
H (2.56104, -0.11963, 1.93145)
H (0.02091, 1.26872, -6.13977)
H (-1.02167, 1.44908, 1.40600)
H (1.04207, 1.42633, 3.31252)
H (2.51960, 0.76960, 4.12772)
H (0.33455, -3.45376, -4.54338)

Löwdin population analysis, charges in e, atoms 1 to 5: O 0.00; O -0.03; O -0.10; O -0.01; O -0.03